Record 1
Molecular formula: C9H33B4Br3O4S2V
Method: DFT, ωB97M-V/def2-TZVPD

As for the net charge: -1. The calculated total energy comes out at -278226.5195 eV.

Geometry (Å):
V  -3.35211  3.51642  0.80888
B  -3.69582  4.32438  4.10489
H  -4.72754  4.62556  4.00950
H  -3.41272  4.37192  5.14500
H  -3.61277  3.27343  3.87500
H  -3.00762  4.89744  3.50304
B  -2.01809  5.55061  -2.09321
H  -1.07881  5.46892  -2.61790
H  -1.79337  5.77762  -1.06258
H  -2.63351  6.30689  -2.55531
H  -2.50511  4.58845  -2.12938
B  -5.18723  0.78216  -0.60410
H  -5.16588  -0.29057  -0.48997
H  -4.16247  1.00538  -0.85765
H  -5.85258  1.13791  -1.37546
H  -5.43146  1.24214  0.34089
B  -0.23641  1.97937  1.18687
H  -1.17814  1.49109  1.38424
H  -0.36053  3.00998  1.48129
H  0.65991  1.59156  1.64562
H  -0.19579  2.06657  0.11217
C  3.27022  0.74185  6.54872
Br  2.50314  2.27809  7.56273
Br  2.50311  -0.98508  7.23643
Br  5.24987  0.71306  6.67695
H  3.00337  0.96487  5.51569
C  -0.43486  -3.75513  1.04661
C  -1.10898  -3.78222  2.43617
C  -2.44515  -4.52507  2.22589
S  -2.07141  -5.92535  1.07792
O  -3.11155  -5.96142  0.05135
O  -1.75929  -7.17982  1.77175
C  -0.57150  -5.13554  0.39558
H  0.53544  -3.26099  0.99739
H  -1.06976  -3.12501  0.42375
H  -1.35025  -2.80075  2.84433
H  -0.52147  -4.39058  3.12379
H  -3.07168  -3.85517  1.63698
H  -3.00222  -4.98441  3.04247
H  -0.68298  -5.07016  -0.68673
H  0.31068  -5.70653  0.68509
C  4.98225  -0.91050  -5.20542
C  4.27657  -1.20781  -3.84186
C  3.80951  0.10722  -3.18534
S  3.71156  1.43306  -4.58178
O  4.78751  2.40362  -4.31535
O  2.32228  1.86134  -4.88191
C  4.24305  0.25020  -5.93715
H  4.98334  -1.82552  -5.79773
H  6.03698  -0.71029  -5.01685
H  4.89953  -1.86440  -3.23448
H  3.40139  -1.76349  -4.17857
H  4.49007  0.51345  -2.43706
H  2.80834  0.16164  -2.75779
H  4.72924  0.74173  -6.77983
H  3.29165  -0.16185  -6.27353

=====

Record 2
Molecular formula: C9H34B3F3N2O6SV
Method: DFT, ωB97M-V/def2-TZVPD

Its spin multiplicity is 3. As for the net charge: -1. The expectation value of S² is 2.0279. The calculated total energy comes out at -71844.3704 eV.

Geometry (Å):
O  -19.22894  -4.21404  17.81495
V  -20.22734  -5.41095  17.69813
B  -21.54498  -7.79663  16.73942
H  -20.68871  -8.45280  16.76181
H  -21.24280  -6.95787  16.13162
H  -22.40197  -8.28388  16.30078
H  -21.89653  -7.40347  17.68072
B  -21.29503  -4.93221  19.61542
H  -21.35337  -4.06369  18.97783
H  -21.67697  -5.74749  19.02071
H  -20.27750  -5.17120  19.88330
H  -21.83606  -4.75234  20.53149
B  -21.89651  -4.26117  16.31617
H  -22.72530  -4.21671  15.62672
H  -21.64257  -3.28459  16.69835
H  -22.08621  -4.95813  17.11774
H  -20.99079  -4.62125  15.85329
C  -17.77204  -5.58913  13.55673
F  -17.02799  -6.15813  12.66890
F  -17.06213  -4.51502  14.18688
F  -18.85210  -5.03750  12.90817
S  -18.46277  -6.84996  14.88102
O  -17.36332  -7.62555  15.43925
O  -19.02744  -5.95993  15.89475
O  -19.51565  -7.69111  14.29441
C  -19.62707  0.44980  16.17474
C  -18.42700  -0.40039  16.29848
C  -18.18901  -0.95817  17.77785
O  -16.94502  -1.63612  17.64925
C  -16.42473  -2.14896  18.91599
N  -18.29655  -1.44161  15.28306
H  -20.47582  0.10503  16.76539
H  -20.03128  0.26949  15.17865
H  -19.65730  1.53916  16.19702
H  -17.65450  0.35627  16.16131
H  -18.92173  -1.68113  18.13637
H  -18.12322  -0.07744  18.41667
H  -16.23238  -1.40995  19.69379
H  -15.43041  -2.39472  18.54311
H  -16.87461  -3.03833  19.35727
H  -19.08861  -2.06646  15.33070
H  -17.45983  -1.99758  15.38746
C  -17.57239  -6.44239  20.43054
C  -17.49053  -7.04717  19.04094
C  -16.64123  -8.27937  18.90036
O  -17.22670  -9.35944  19.44678
C  -16.63222  -10.51667  18.86936
N  -18.83921  -7.01369  18.51118
H  -18.08504  -5.48371  20.50953
H  -16.54015  -6.33562  20.76395
H  -17.78828  -7.21831  21.16502
H  -16.85527  -6.32979  18.52139
H  -15.61221  -8.10491  19.21469
H  -16.58921  -8.32283  17.81247
H  -16.99498  -11.41846  19.36259
H  -15.57105  -10.54130  19.11714
H  -16.84205  -10.58833  17.80214
H  -18.79280  -7.66661  17.74200
H  -19.31090  -7.49225  19.26524

=====

Record 3
Molecular formula: C9H34N2O7
Method: DFT, ωB97M-V/def2-TZVPD

The calculated total energy comes out at -27194.7484 eV.

Geometry (Å):
C  -7.34620  2.89090  -5.02587
C  -7.72485  1.46557  -5.38600
C  -6.62583  0.69082  -6.18041
O  -6.12336  1.21990  -7.38357
C  -5.30508  0.25804  -8.08424
N  -8.11349  0.72555  -4.18368
H  -6.48939  2.88652  -4.35210
H  -8.08497  3.57382  -4.60642
H  -7.00357  3.42719  -5.91080
H  -8.55734  1.54544  -6.08506
H  -6.99459  -0.30872  -6.41071
H  -5.75407  0.50485  -5.55307
H  -4.38205  0.15174  -7.51432
H  -5.04201  0.52698  -9.10726
H  -5.65253  -0.77455  -8.11789
H  -8.41310  -0.16546  -4.55303
H  -8.99589  1.13331  -3.90944
C  -1.03761  -5.43843  -11.77600
C  -0.95411  -4.67355  -13.13761
C  -2.24657  -3.93796  -13.57771
O  -3.30426  -4.86282  -13.65498
C  -4.55352  -4.28601  -13.88586
N  0.22207  -3.82721  -13.17700
H  -0.13023  -5.96467  -11.47966
H  -1.78523  -6.22706  -11.69097
H  -1.22110  -4.76589  -10.93807
H  -0.86494  -5.45339  -13.89392
H  -2.18288  -3.43909  -14.54476
H  -2.52438  -3.19360  -12.83148
H  -4.61371  -3.99629  -14.93492
H  -4.90264  -3.45995  -13.26631
H  -5.22338  -5.13341  -13.73988
H  0.40377  -3.49798  -14.11439
H  1.01097  -4.43481  -13.00802
O  -4.89244  -6.72652  -10.72549
H  -4.53841  -5.87153  -10.97018
H  -5.77376  -6.73711  -11.09884
O  -1.68855  -0.59491  -9.48312
H  -1.00615  -1.13340  -9.88386
H  -1.86055  -1.01384  -8.63983
O  -2.29141  -2.20316  -7.13379
H  -1.70577  -2.44720  -6.41706
H  -3.17119  -2.32089  -6.77551
O  -6.76129  -1.45167  -11.19021
H  -7.35487  -2.07379  -10.76967
H  -5.90235  -1.64974  -10.81709
C  -4.00431  -2.85694  -10.05635
O  -3.68079  -1.87788  -10.97222
H  -4.28987  -2.22429  -9.21593
H  -4.74238  -3.56481  -10.43354
H  -3.08921  -3.43047  -9.90888
H  -3.06603  -1.29094  -10.52594

=====

Record 4
Molecular formula: C9H36Ag2O13P
Method: DFT, ωB97M-V/def2-TZVPD

Its spin multiplicity is 3. As for the net charge: +1. The expectation value of S² is 2.0107. The calculated total energy comes out at -53811.0104 eV.

Geometry (Å):
Ag  -16.26366  15.02540  22.61511
Ag  -17.32442  18.96878  23.37016
P  -14.99059  17.32754  23.35550
O  -14.74708  16.61241  22.03860
O  -16.51664  16.97115  23.55049
O  -15.08441  18.86631  23.28275
O  -14.18747  16.81765  24.52960
C  -14.41518  17.95372  18.63064
O  -15.42984  17.59929  19.55577
H  -13.54368  18.36963  19.14064
H  -14.06458  17.11294  18.02183
H  -14.82218  18.68536  17.93298
H  -15.02264  17.27428  20.37244
C  -14.45755  21.32869  21.17895
O  -13.64716  20.18749  21.38773
H  -14.49526  22.00917  22.03783
H  -14.04917  21.85829  20.32250
H  -15.48290  21.00743  20.95635
H  -14.11217  19.58018  21.99113
C  -18.13227  13.50925  24.94578
O  -18.08879  14.50397  23.91239
H  -17.76142  12.56892  24.54967
H  -17.57098  13.79976  25.83381
H  -19.16555  13.34574  25.26074
H  -18.36982  15.32401  24.33427
C  -14.61617  13.13007  25.15241
O  -15.14494  14.27099  24.50011
H  -14.75762  12.20153  24.59712
H  -13.52923  13.17398  25.27402
H  -15.05825  12.99640  26.14329
H  -14.61707  15.04303  24.78057
C  -11.83949  16.46430  26.92271
O  -11.68791  16.72954  25.53499
H  -10.88380  16.55925  27.42976
H  -12.52325  17.18839  27.38887
H  -12.27007  15.46800  27.06356
H  -12.58465  16.75778  25.14472
C  -15.77225  16.75638  27.44865
O  -15.35914  17.91354  26.74985
H  -16.25167  17.07102  28.37216
H  -16.47763  16.17486  26.84205
H  -14.93748  16.09527  27.70492
H  -14.89883  17.63715  25.93705
C  -11.45918  15.97971  22.21486
O  -12.29018  16.13117  21.07260
H  -11.69949  15.08728  22.80087
H  -10.44060  15.90851  21.83927
H  -11.49851  16.83201  22.89979
H  -13.18276  16.40322  21.35661
C  -12.78905  19.70000  25.39840
O  -13.66038  20.49005  24.66084
H  -12.19369  19.05203  24.72498
H  -12.07839  20.33166  25.92638
H  -13.32592  19.03834  26.10092
H  -14.20868  19.85279  24.08609
C  -14.24477  13.14976  20.12672
O  -14.59665  14.02558  21.19718
H  -13.26248  12.71734  20.32040
H  -14.97372  12.34485  20.07802
H  -14.22102  13.65601  19.16156
H  -13.88712  14.67806  21.29518